{"formula": "C3H5N2O", "method": "wB97M-V/def2-TZVPD", "smiles": "C[C@@H](C#N)N[O-]", "homo_ev": [-2.011, -2.010], "lumo_ev": [4.21, 4.21], "total_charge": -1, "largest_force_ev_per_a": 4.7, "spin_multiplicity": 1, "homo_lumo_gap_ha": [0.228, 0.228], "elements": ["C", "C", "C", "N", "N", "O", "H", "H", "H", "H", "H"], "xyz": [[-1.366, -0.148, 0.056], [0.069, -0.155, 0.386], [0.952, -1.228, 0.132], [1.680, -2.111, -0.144], [0.689, 1.183, -0.578], [1.384, 2.022, 0.197], [-2.033, -0.788, 0.549], [-1.367, -0.354, -1.066], [-1.779, 0.864, 0.110], [0.299, 0.129, 1.573], [1.473, 0.586, -1.214]], "atomic_forces_ev_per_a": [[0.163, 0.620, -3.161], [1.988, 2.573, 3.437], [0.825, -2.624, -1.059], [-1.146, 1.588, 0.593], [2.019, -1.651, -0.150], [-0.392, -0.272, -0.425], [-0.717, -1.312, 0.825], [-0.488, -0.019, 1.206], [0.386, 0.044, 0.254], [-0.589, -0.267, -3.149], [-2.049, 1.318, 1.629]], "lowdin_charge": [-0.1402, -0.3939, -0.3197, 0.0686, -0.2378, -0.4479, 0.0341, 0.0952, 0.0683, 0.1728, 0.1005]}

***

{"formula": "C2H3OPS", "method": "wB97M-V/def2-TZVPD", "homo_ev": [-9.232, -9.231], "lumo_ev": [-0.72, -0.72], "largest_force_ev_per_a": 2.5, "spin_multiplicity": 1, "homo_lumo_gap_ha": [0.313, 0.313], "elements": ["C", "C", "O", "P", "S", "H", "H", "H"], "xyz": [[0.267, -2.057, -0.230], [0.534, 1.384, -0.008], [-1.881, 0.322, 0.089], [-1.265, -2.019, -0.462], [-0.902, 1.224, 0.756], [1.266, 2.067, 0.389], [0.893, 0.738, -0.795], [1.089, -1.658, 0.260]], "atomic_forces_ev_per_a": [[-2.524, 0.038, -0.077], [-0.899, -0.784, 0.601], [0.543, 0.821, 0.467], [1.069, -0.695, -0.346], [0.673, 0.205, -1.050], [-0.161, 0.235, 0.445], [-0.447, 0.038, -0.373], [1.746, 0.143, 0.334]], "lowdin_charge": [-0.5244, -0.2942, -0.7409, 0.7691, 0.8659, 0.0142, 0.0178, -0.1075]}

***

{"formula": "C31H29BaF5N4O7PSe2", "method": "wB97M-V/def2-TZVPD", "homo_ev": -5.637, "lumo_ev": 2.13, "total_charge": -1, "largest_force_ev_per_a": 3.0, "spin_multiplicity": 1, "homo_lumo_gap_ha": 0.285, "elements": ["Ba", "C", "N", "C", "C", "O", "C", "O", "C", "C", "O", "N", "C", "C", "H", "H", "H", "H", "H", "H", "H", "H", "H", "H", "H", "H", "H", "H", "H", "H", "Se", "P", "Se", "C", "C", "C", "C", "C", "C", "C", "C", "C", "C", "C", "C", "H", "H", "H", "H", "H", "H", "H", "H", "H", "H", "O", "C", "O", "C", "C", "N", "N", "C", "C", "O", "O", "H", "H", "H", "F", "C", "C", "C", "F", "C", "F", "C", "F", "C", "F"], "xyz": [[-0.228, -1.678, 0.538], [2.384, 3.387, -2.494], [2.391, 1.913, -2.197], [2.017, 0.942, -3.209], [2.756, 1.586, -0.948], [2.937, 2.348, -0.014], [2.610, 0.070, -0.697], [2.077, -0.137, 0.595], [2.944, -0.017, 1.644], [2.282, -0.604, 2.872], [1.177, -1.070, 2.694], [2.900, -0.612, 4.058], [2.243, -1.306, 5.157], [4.345, -0.240, 4.097], [3.349, 3.844, -2.389], [1.708, 3.838, -1.777], [1.953, 3.501, -3.464], [2.113, 1.456, -4.176], [0.957, 0.789, -3.118], [2.632, 0.058, -3.166], [3.596, -0.460, -0.737], [1.925, -0.415, -1.449], [3.257, 1.051, 1.810], [3.878, -0.585, 1.440], [2.803, -1.156, 6.065], [2.307, -2.390, 4.920], [1.189, -1.056, 5.306], [5.024, -0.934, 3.660], [4.592, -0.145, 5.100], [4.492, 0.700, 3.635], [-0.926, 1.596, -0.949], [-2.330, 0.505, -2.267], [-1.744, -1.572, -2.439], [-4.042, 0.822, -1.608], [-4.155, 0.978, -0.199], [-5.389, 1.140, 0.315], [-6.528, 1.088, -0.420], [-6.439, 0.921, -1.797], [-5.190, 0.798, -2.394], [-2.554, 1.236, -3.967], [-2.757, 0.406, -5.053], [-3.083, 0.878, -6.313], [-3.246, 2.286, -6.447], [-3.135, 3.134, -5.360], [-2.698, 2.617, -4.114], [-3.275, 0.889, 0.398], [-5.435, 1.300, 1.369], [-7.460, 1.226, 0.130], [-7.349, 0.818, -2.340], [-4.987, 0.565, -3.430], [-2.600, -0.651, -4.812], [-3.204, 0.211, -7.223], [-3.455, 2.709, -7.431], [-3.068, 4.199, -5.503], [-2.446, 3.268, -3.324], [-1.270, -1.085, 6.897], [-1.191, 0.138, 6.424], [-1.045, 1.026, 7.233], [-1.258, 0.271, 4.881], [-1.207, 1.526, 4.306], [-1.257, 1.375, 2.964], [-1.502, 0.091, 2.646], [-1.482, -0.604, 3.803], [-1.502, -2.174, 3.752], [-1.289, -2.691, 4.920], [-1.783, -2.811, 2.707], [-1.356, -1.784, 6.160], [-1.034, 2.516, 4.721], [-1.226, 2.024, 2.216], [1.014, -3.713, -2.642], [2.026, -3.713, -1.724], [1.933, -3.240, -0.459], [3.099, -3.305, 0.262], [3.117, -2.838, 1.547], [4.296, -3.739, -0.239], [5.495, -3.561, 0.460], [4.332, -4.224, -1.554], [5.512, -4.634, -1.991], [3.207, -4.215, -2.309], [3.252, -4.679, -3.559]], "atomic_forces_ev_per_a": [[-0.700, 0.207, 0.544], [-0.981, -1.708, 0.777], [1.495, 2.110, 0.149], [-0.041, 1.639, -0.751], [-1.755, -1.595, -0.123], [0.615, 0.555, -0.345], [0.635, -0.623, 0.048], [-1.203, -0.156, -1.122], [2.310, 1.015, 1.220], [0.407, 0.290, -0.670], [-1.357, -0.653, 0.651], [1.058, 0.744, -0.583], [0.353, -1.427, -0.423], [-2.043, -0.457, -0.255], [0.550, 0.027, -0.107], [-0.067, 0.238, 0.135], [-0.025, 0.245, -0.718], [0.382, -0.411, 0.109], [-0.564, -0.840, 0.153], [-0.024, -0.224, -0.295], [-0.529, 0.355, -0.276], [0.602, 0.463, 1.213], [-0.401, -0.857, -0.120], [-0.291, 0.191, 0.093], [0.128, 0.299, 0.306], [-0.349, 0.413, 0.344], [0.358, 0.201, -0.297], [0.220, -0.957, -0.542], [0.549, 0.250, 1.932], [0.060, 1.034, -0.519], [-0.344, -0.211, -0.589], [0.055, 0.553, 0.120], [-0.395, 0.193, -0.145], [0.565, -0.287, 1.394], [0.951, -0.561, -2.771], [0.109, 0.228, 1.853], [-0.932, 0.401, -0.664], [0.033, -0.190, 0.461], [0.895, -0.394, 0.230], [-0.010, 0.855, 0.689], [0.217, -1.291, 0.140], [-0.271, 0.891, -0.912], [-0.339, -1.050, -0.509], [1.722, -0.636, 0.903], [-0.644, -0.762, -1.604], [0.377, 0.240, 0.440], [-0.298, -0.013, 0.695], [-0.008, -0.161, -0.558], [-0.416, 0.056, -0.639], [-0.733, 0.220, -0.296], [-0.172, 0.136, -0.584], [0.220, 0.840, 1.424], [-0.017, -0.145, 0.249], [-0.499, 0.266, -0.062], [0.068, 0.676, 0.921], [-0.229, -0.775, -0.351], [0.098, -0.968, -0.133], [-0.022, 1.083, -1.110], [-0.390, 1.167, 1.816], [0.934, 0.857, -0.578], [-0.855, -1.662, 1.313], [0.382, -0.847, 0.454], [0.172, -0.794, -1.826], [-0.628, -0.512, 2.184], [-0.279, 0.773, -2.082], [0.934, 1.399, 0.329], [0.203, 0.117, -0.263], [-0.118, -0.424, 0.170], [-0.007, 0.732, -0.487], [-0.546, 0.225, 0.492], [1.081, -0.531, -1.268], [-0.619, -0.105, 0.048], [0.054, 0.173, 0.041], [0.076, -0.147, 0.176], [1.131, 0.411, 0.291], [-1.409, -0.524, -0.812], [0.756, 0.512, 1.664], [0.617, -0.392, -0.753], [-0.805, 0.114, 0.383], [-0.055, -0.100, -0.413]], "lowdin_charge": [1.6463, -0.0076, -0.1366, -0.0550, -0.4717, 0.0543, -0.1243, -0.2862, -0.1669, -0.4505, -0.1140, -0.0939, 0.0019, -0.0004, 0.0808, 0.0763, 0.0712, 0.0955, 0.0438, 0.0908, 0.1532, 0.1031, 0.1430, 0.1417, 0.0831, 0.1146, 0.0810, 0.0877, 0.0629, 0.0764, 0.1940, 0.1235, 0.1420, -0.3529, -0.1130, -0.1177, -0.0918, -0.0745, -0.0760, -0.4075, -0.1493, -0.0735, -0.1011, -0.0832, -0.0808, 0.0341, 0.1040, 0.1081, 0.0901, 0.0993, 0.0355, 0.1204, 0.0956, 0.0933, 0.0759, 0.0880, -0.5153, 0.0648, -0.0645, -0.0207, 0.0221, 0.0120, -0.1611, -0.5737, -0.0462, -0.1320, 0.0511, 0.1345, 0.1095, 0.0061, -0.2777, -0.1336, -0.2930, 0.0374, -0.1103, 0.0389, -0.1780, 0.1127, -0.1690, 0.1030]}